Record 1
Molecular formula: C10H21NO10SZn
Method: DFT, ωB97M-V with the def2-TZVPD basis set

Element x y z (Å)
Zn -0.1999 -1.1850 -1.2315
C -4.0174 -0.3167 -0.0837
C -2.6458 -0.7796 -0.5267
O -2.2659 -0.6314 -1.7198
O -1.8362 -1.2971 0.2900
H -4.4217 0.3590 -0.8371
H -3.9654 0.2653 0.8386
H -4.7162 -1.1145 0.1702
C 1.1442 -4.9314 -1.0808
C 0.6196 -3.5462 -1.0514
O -0.3640 -3.1769 -1.7732
O 1.1380 -2.6086 -0.3839
H 2.1383 -5.1498 -1.4680
H 0.4131 -5.5553 -1.5951
H 1.2163 -5.3083 -0.0561
S 1.5404 0.1250 -3.7985
O 2.1205 -0.9957 -4.5920
O 0.9541 1.2271 -4.5778
O 0.5632 -0.3983 -2.8381
O 2.7484 0.5298 -3.0568
C -2.7477 3.0299 1.3830
O -1.8497 2.0928 0.7483
C -0.6630 2.6783 0.2497
C -0.0630 1.7263 -0.7449
N 0.4845 0.5064 -0.1421
C 1.9029 0.7033 0.3408
C 1.9797 0.9258 1.8217
O 1.7134 -0.2809 2.4891
C 2.3749 -0.4806 3.7364
H -2.2501 3.5451 2.2057
H -3.7132 2.6205 1.6766
H -3.0704 3.7419 0.6160
H -0.0300 3.0372 1.0718
H -0.9009 3.6630 -0.1772
H 0.6277 2.2701 -1.3923
H -0.8041 1.4251 -1.4885
H 0.0330 0.3096 0.7472
H 2.2056 1.6770 -0.0522
H 2.6207 -0.0450 0.0119
H 1.3696 1.7939 2.0965
H 2.9830 1.3204 2.0328
H 2.2938 0.3303 4.4636
H 3.4410 -0.6960 3.6181
H 1.8986 -1.4056 4.0597

Properties
- Lowest unoccupied orbital energy: 4.40 eV
- Gap between HOMO and LUMO: 4.452 eV
- Total charge: -2
- Energy relative to the best compared isomer or geometry (same formula, charge and spin): 101.6 kJ/mol
- DFT total energy: -3378.3781 Eh
- HOMO level: -0.002 Ha

***

Record 2
Molecular formula: C10H22AlBr3ClCsF5KMgNNa2O10P2
Method: DFT, ωB97M-V with the def2-TZVPD basis set

Element x y z (Å)
C 5.0676 -1.5116 1.6849
C 3.7088 -0.8304 1.0709
C 3.1106 0.1583 2.2029
Cl 2.1670 -0.6961 3.5252
C 2.3285 1.4408 1.5558
C 3.5320 2.4604 1.1394
O 4.1460 2.3970 0.0148
O 3.9765 3.4359 2.0392
N 1.5615 1.0356 0.3438
C 0.5092 0.0097 0.6275
O -0.5429 0.1132 -0.3607
C -1.4990 -0.9673 -0.2411
O -1.9895 -1.2108 1.0832
C -2.6900 -0.0697 1.6400
C -4.2785 -0.0720 1.3880
O -4.6120 1.2001 0.7279
P 0.9731 2.4057 -0.5802
O -0.2750 3.1076 -0.0106
P 1.2989 2.3741 2.8706
O 2.1430 2.4130 4.3906
O 1.1000 4.0189 2.4675
H 5.3554 -1.0664 2.7078
H 5.9788 -1.3392 0.9876
H 4.8291 -2.6435 1.8570
H 3.0138 -1.6930 0.7956
H 4.0529 -0.2237 0.1643
H 4.0384 0.6255 2.7182
H 0.1487 0.0141 1.7120
H 1.0057 -1.0282 0.4556
H -2.3618 -0.8100 -1.0001
H -0.9461 -1.9268 -0.5906
H -2.2870 0.9544 1.3278
H -2.5418 -0.1291 2.7889
H -4.8006 -0.0164 2.4221
H -4.6746 -0.9806 0.8202
H -5.5671 1.3941 0.8615
H 1.9503 3.4126 -0.8496
H 0.5748 1.8849 -1.8820
H 1.6313 1.7860 4.9509
H 0.1192 4.1710 2.3971
Na -0.1076 1.2182 -3.4599
O -2.6912 -0.3155 -4.7505
H -3.5605 -0.6725 -4.6732
C 7.4028 -4.5222 3.9450
Br 8.1242 -2.9815 3.0034
Br 5.7598 -4.0900 4.8792
Br 7.1848 -6.0511 2.7683
H 8.1355 -4.8031 4.7008
Cs -4.9274 -0.3677 -3.4166
F -7.0128 -0.1216 2.0115
K 6.8122 -2.9886 0.7529
F -11.0941 0.7373 -7.0821
Al -9.5805 1.6473 -6.8241
F -9.9653 3.2569 -6.2034
F -8.7081 1.8007 -8.3724
F -8.5662 0.7861 -5.6596
Na -7.3973 2.1476 -9.7988
Mg -13.0748 1.2810 -6.5174
O 6.9380 -4.9735 -2.3326
H 7.0733 -4.5863 -3.1946

Properties
- Lowest unoccupied orbital energy: -7.70 eV
- Gap between HOMO and LUMO: 0.801 eV
- Total charge: +1
- DFT total energy: -11952.4199 Eh
- HOMO level: -0.312 Ha

***

Record 3
Molecular formula: C10H22BF10N3O6PdS2
Method: DFT, ωB97M-V with the def2-TZVPD basis set

Element x y z (Å)
Pd -0.2753 -0.4131 0.1318
B -0.8927 -3.4545 0.4282
F -0.7181 -4.1541 -0.7497
F -1.5863 -2.1844 0.1935
F -1.6138 -4.1399 1.3508
F 0.3924 -3.0319 0.9221
C -3.2977 -0.4720 -2.4284
F -3.5141 -0.6963 -1.1286
F -3.1018 -1.6284 -3.0351
F -4.3640 0.1353 -2.9447
S -1.8272 0.6303 -2.6738
O -1.7555 0.8300 -4.0793
O -2.0767 1.7808 -1.8623
N -0.5945 -0.2202 -2.0365
S 0.3486 -0.9163 -3.1922
O 1.3643 -1.6532 -2.5306
O -0.3441 -1.5312 -4.2443
C 1.2712 0.5559 -3.9043
F 2.5524 0.4421 -3.5132
F 1.2192 0.5280 -5.2253
F 0.8019 1.7211 -3.4574
C -2.8398 -0.4446 2.6469
C -2.0833 0.8044 2.2179
C -0.6891 0.9085 2.7865
O 0.0750 -0.2126 2.3431
C 0.5772 -1.0744 3.3557
N -2.0091 0.8962 0.7327
H -2.9996 -0.4018 3.7256
H -2.1902 -1.3260 2.5720
H -3.6957 -0.6092 2.0037
H -2.6293 1.6855 2.5888
H -0.6937 0.9685 3.8777
H -0.1684 1.8077 2.4406
H 1.4031 -0.5627 3.8649
H 0.9400 -1.9827 2.8853
H -0.1924 -1.3099 4.0914
H -2.8674 0.5120 0.3475
H -1.9943 1.8472 0.3824
C 4.2267 -0.0441 0.3694
C 2.7397 0.2172 0.5544
C 2.3228 1.5606 -0.0113
O 0.9069 1.6392 -0.1922
C 0.4995 2.9831 -0.3865
N 1.9115 -0.9141 0.0209
H 4.8017 0.4203 1.1817
H 4.6484 0.2853 -0.5789
H 4.4789 -1.0992 0.5018
H 2.4811 0.2414 1.6168
H 2.7456 1.7008 -1.0161
H 2.7220 2.3136 0.6743
H 0.8575 3.6440 0.4122
H -0.5774 3.0658 -0.4754
H 0.9109 3.3691 -1.3282
H 2.0494 -1.7429 0.6074
H 2.3437 -1.2741 -0.8334

Properties
- Expectation value of S²: 2.00
- Lowest unoccupied orbital energy (alpha / beta): -0.02 / -1.28 eV
- Gap between HOMO and LUMO (alpha / beta): 9.519 / 9.430 eV
- Energy relative to the best compared isomer or geometry (same formula, charge and spin): 0.0 kJ/mol
- 2S+1: 3
- DFT total energy: -2957.8795 Eh
- HOMO level (alpha / beta): -0.351 / -0.394 Ha

***

Record 4
Molecular formula: C10H22Br6O5
Method: DFT, ωB97M-V with the def2-TZVPD basis set

Element x y z (Å)
Br -2.9471 0.7339 4.4122
C -4.6340 0.6879 3.4171
C -4.4311 1.3562 2.0616
Br -5.9937 1.3035 0.9453
H -5.3737 1.2557 3.9815
H -4.7707 -0.3843 3.2769
H -3.6090 0.8775 1.5295
H -4.2395 2.4027 2.2986
Br 4.1019 -1.3536 0.5774
C 5.8658 -1.8166 -0.2684
C 5.7904 -3.2660 -0.7456
Br 5.7530 -4.4481 0.8686
H 6.7007 -1.7165 0.4251
H 6.0556 -1.1899 -1.1398
H 6.7516 -3.4596 -1.2216
H 4.9292 -3.4428 -1.3899
Br -0.9150 1.0687 1.3293
C 0.6522 -0.1153 1.6561
C 0.5932 -1.4332 0.8504
Br -1.0472 -2.4861 1.2900
H 0.6852 -0.3175 2.7267
H 1.5609 0.4438 1.4331
H 1.3343 -2.1238 1.2529
H 0.8108 -1.3370 -0.2133
C -0.4281 3.7252 -3.2695
C -0.7702 2.8241 -2.1170
C -2.0881 2.1899 -2.1174
O -1.7638 0.9089 -2.5188
C -0.4291 0.6591 -2.2587
O 0.0607 -0.4264 -2.5014
O 0.1937 1.7644 -2.0779
H -1.1220 4.5608 -3.3605
H -0.4583 3.2035 -4.2261
H 0.5607 4.1642 -3.1363
H -0.5673 3.3124 -1.1639
H -2.7629 2.6158 -2.8599
H -2.6830 2.2022 -1.2042
O -2.9501 -3.0556 3.7102
H -2.6966 -2.6982 2.8592
H -2.5874 -2.4397 4.3469
O 2.6195 -1.4325 -2.6298
H 2.5111 -2.2526 -2.1483
H 1.7369 -1.0654 -2.6801

Properties
- Expectation value of S²: 0.76
- Lowest unoccupied orbital energy (alpha / beta): -3.55 / -9.70 eV
- Gap between HOMO and LUMO (alpha / beta): 8.402 / 2.239 eV
- Total charge: +1
- 2S+1: 2
- DFT total energy: -16214.1401 Eh
- HOMO level (alpha / beta): -0.439 / -0.439 Ha

***

Record 5
Molecular formula: C10H22Cl12O8P2
Method: DFT, ωB97M-V with the def2-TZVPD basis set

Element x y z (Å)
C -27.8424 19.6398 6.7243
O -27.2689 18.3862 7.0747
P -27.9399 17.0260 6.5657
O -28.2330 16.9544 5.1363
O -26.9261 15.9650 7.1577
C -25.7442 15.5083 6.5024
O -29.2029 16.8139 7.5151
C -29.1286 16.7743 8.9341
H -28.5507 19.9995 7.4761
H -28.4688 19.5732 5.8281
H -27.0289 20.3380 6.5520
H -25.7777 14.4182 6.4667
H -24.8926 15.7985 7.1185
H -25.6678 15.8776 5.4805
H -28.1256 16.9804 9.3146
H -29.4263 15.7748 9.2515
H -29.7651 17.5391 9.3815
C -29.1521 20.7320 12.2386
O -28.5822 19.5310 11.7116
P -27.0148 19.3078 11.9315
O -26.5588 19.2157 13.3162
O -26.2946 20.5245 11.1560
C -26.5392 20.6389 9.7605
O -26.7708 18.0396 11.0000
C -25.4803 17.4927 10.7349
H -29.5768 21.3259 11.4331
H -28.3902 21.3467 12.7228
H -29.9038 20.4717 12.9771
H -26.4844 21.7060 9.5312
H -27.5368 20.3319 9.4341
H -25.8292 20.1037 9.1286
H -25.4834 16.4623 11.0830
H -24.7082 18.0188 11.3025
H -25.2508 17.5769 9.6751
Cl -22.4370 18.4206 8.2979
C -22.9511 19.5676 7.0539
Cl -23.4359 21.1100 7.7856
Cl -24.2907 18.9581 6.1194
H -22.0867 19.6696 6.4102
Cl -30.6366 22.0049 8.5567
C -32.2634 22.4903 7.9458
Cl -32.1537 23.3669 6.4445
Cl -33.0633 23.4596 9.1996
H -32.7566 21.5352 7.8319
Cl -23.8817 23.0028 12.5152
C -23.8596 21.3681 13.1401
Cl -23.2804 21.3388 14.8148
Cl -22.8861 20.3235 12.0781
H -24.8742 20.9907 13.1402
Cl -25.5082 25.1132 6.6815
C -27.1959 24.6377 6.3388
Cl -28.3328 25.8534 6.8517
Cl -27.5322 23.0974 7.2132
H -27.3020 24.4238 5.2852

Properties
- SMILES: COP(=O)(OC)OC.COP(=O)(OC)OC.ClC(Cl)Cl.ClC(Cl)Cl.ClC(Cl)Cl.ClC(Cl)Cl
- Lowest unoccupied orbital energy: 0.26 eV
- Gap between HOMO and LUMO: 11.052 eV
- Energy relative to the best compared isomer or geometry (same formula, charge and spin): 0.0 kJ/mol
- DFT total energy: -7201.3281 Eh
- HOMO level: -0.397 Ha

***

Record 6
Molecular formula: C10H22Cl3NO2P
Method: DFT, ωB97M-V with the def2-TZVPD basis set

Element x y z (Å)
C 2.0933 -1.6871 3.5393
C 2.5310 -0.6082 2.8461
P 2.4675 -0.4937 0.9227
C 2.4191 -0.5233 -1.0104
N 2.6646 -1.9087 -1.4967
C 0.5211 -0.1844 0.9904
C 0.2621 1.2844 0.6413
C -1.2123 1.6530 0.3036
C -2.0704 0.4799 -0.1209
O -3.4085 0.9618 -0.4655
C -4.2570 -0.1027 -0.4468
C -4.8440 -0.4139 0.9284
O -4.5186 -0.7153 -1.3858
H 2.5255 -2.6737 3.4016
H 1.3122 -1.5386 4.2926
H 2.9622 0.2198 3.4337
H 2.1959 -1.9367 0.8968
H 3.9125 -0.7916 0.8300
H 2.7211 0.9436 0.9721
H 3.1598 0.1600 -1.4437
H 1.4389 -0.2022 -1.4127
H 1.8547 -2.4639 -1.2348
H 2.6462 -1.8591 -2.5137
H 0.1124 -0.9001 0.2730
H 0.1908 -0.3988 2.0059
H 0.5264 1.8610 1.5333
H 0.9296 1.6608 -0.1446
H -1.1898 2.3300 -0.5553
H -1.7292 2.2070 1.0945
H -1.6458 0.0934 -1.0539
H -2.0763 -0.3543 0.5820
H -5.7141 -1.0515 0.8286
H -5.0692 0.5479 1.3902
H -4.0392 -0.8626 1.5123
C 0.4209 1.5319 -4.0569
Cl -0.7502 0.2249 -3.8696
Cl 0.7272 2.3252 -2.5130
Cl 1.9259 0.9234 -4.7568
H 0.0037 2.2623 -4.7379

Properties
- Lowest unoccupied orbital energy: 2.55 eV
- Gap between HOMO and LUMO: 5.547 eV
- Total charge: -1
- DFT total energy: -2321.1814 Eh
- HOMO level: -0.110 Ha

***

Record 7
Molecular formula: C10H22ClO4P2Zr
Method: DFT, ωB97M-V with the def2-TZVPD basis set

Element x y z (Å)
C -0.9817 -2.0661 -0.9870
C -0.2310 -2.0953 0.3174
H -2.0437 -2.2820 -0.8004
H -0.5808 -2.8842 -1.6018
H -0.9448 -1.1517 -1.6738
O 0.4458 -3.0517 0.6943
Cl -0.1586 2.0318 -2.5048
Zr -0.0648 0.4051 -0.7748
P 2.3842 -0.7195 -0.7894
C 3.1158 -1.1030 0.8377
C 2.7546 -2.2359 -1.7280
H 3.8213 -2.4760 -1.6181
H 4.5094 0.0324 -1.6662
H 2.5121 -2.0708 -2.7854
H 3.1281 0.9704 -2.3390
H 2.4757 -1.8313 1.3509
H 2.1402 -3.0581 -1.3375
C 3.5531 0.5195 -1.4335
H 4.1169 -1.5257 0.6722
H 3.6919 1.3024 -0.6759
H 3.1782 -0.1807 1.4283
P -2.4604 0.9175 0.3777
C -2.6644 1.2488 2.1535
C -3.0277 2.5230 -0.2863
H -4.0716 -0.2106 -1.0442
H -4.7704 0.2147 0.5529
H -3.6682 -1.1924 0.3903
C -3.8831 -0.1766 0.0368
H -2.5747 2.6947 -1.2692
H -4.1220 2.5299 -0.3667
H -3.7270 1.1760 2.4197
H -2.2966 2.2593 2.3649
H -2.7020 3.3176 0.3956
H -2.0810 0.5303 2.7377
C -0.4230 -0.8930 1.2638
O -0.3783 -0.8625 2.4601
O 2.7384 2.1710 1.5113
C 1.5447 2.3694 1.3412
O 0.7629 1.7020 0.4898
H 0.9823 3.1515 1.8859

Properties
- Lowest unoccupied orbital energy: -15.48 eV
- Gap between HOMO and LUMO: 4.973 eV
- Total charge: +3
- DFT total energy: -1883.9743 Eh
- HOMO level: -0.752 Ha

***

Record 8
Molecular formula: C10H22CuO4S
Method: DFT, ωB97M-V with the def2-TZVPD basis set

Element x y z (Å)
Cu -0.5035 0.9955 0.2294
C 0.2067 3.9185 -0.5886
O 0.2397 2.5006 -0.9161
C 1.5436 2.0100 -1.3210
C 2.3236 1.5502 -0.1194
O 1.4864 0.5904 0.5742
C 1.7533 0.4512 1.9929
C 0.4730 -0.0255 2.6349
O -0.6224 0.8481 2.2896
C -0.7915 1.9800 3.1800
H 0.6083 4.4778 -1.4297
H 0.7896 4.1159 0.3103
H -0.8337 4.1866 -0.4371
H 2.0822 2.7938 -1.8515
H 1.3589 1.1886 -2.0118
H 2.5463 2.3780 0.5562
H 3.2577 1.0794 -0.4235
H 2.0650 1.4186 2.3902
H 2.5531 -0.2710 2.1483
H 0.5913 -0.0657 3.7174
H 0.1963 -1.0170 2.2796
H -0.8553 1.6146 4.2023
H -1.7255 2.4624 2.9099
H 0.0411 2.6775 3.0829
O -1.1537 -0.6249 -0.4407
S -0.3590 -1.9062 -0.8850
C -1.3753 -3.2835 -0.3077
C -1.5387 -4.1933 -1.5240
C -1.8282 -3.2653 -2.7020
C -0.7853 -2.1447 -2.6361
H -2.3162 -2.8173 -0.0060
H -0.8868 -3.7382 0.5512
H -2.3442 -4.9042 -1.3510
H -0.6279 -4.7696 -1.6984
H -2.8327 -2.8498 -2.6216
H -1.7586 -3.7872 -3.6539
H -1.1277 -1.1723 -2.9908
H 0.1499 -2.4023 -3.1337

Properties
- Expectation value of S²: 0.75
- Lowest unoccupied orbital energy (alpha / beta): -6.27 / -9.69 eV
- Gap between HOMO and LUMO (alpha / beta): 10.904 / 7.412 eV
- Total charge: +2
- 2S+1: 2
- DFT total energy: -2733.1963 Eh
- HOMO level (alpha / beta): -0.631 / -0.628 Ha